1.
Here is a structure of composition C31H55BrNP3Ti at a distorted geometry from the Open Molecules 2025 dataset. Energies are from the ωB97M-V functional and the def2-TZVPD basis.

Positions of all 92 atoms, in Å:
N: 4.9290 -5.8420 1.3150
C: 4.0970 -5.7757 2.3558
C: 2.7485 -5.4308 2.2117
C: 2.2419 -5.1570 0.9223
C: 3.1681 -5.1639 -0.1569
C: 4.4955 -5.5646 0.0825
C: 0.8474 -4.9631 0.6478
Ti: -1.4931 0.0590 -0.5155
P: -2.2119 3.3816 -0.2095
C: 0.4172 -4.5653 -0.5803
C: -0.6904 -3.6968 -0.8063
C: -0.8322 -3.1425 -2.1023
C: -1.5226 -1.9517 -2.2237
C: -2.1897 -1.5502 -1.0768
C: -2.1105 -2.0546 0.2312
C: -1.4556 -3.2894 0.3025
Br: -3.5663 0.8853 -1.3167
H: 0.1706 -5.2025 1.4789
H: 0.9767 -4.8927 -1.4605
H: 2.0828 -5.3765 3.0773
H: 2.8795 -4.9106 -1.1788
H: 4.5102 -5.9525 3.3528
H: 5.2104 -5.6037 -0.7499
H: -0.3398 -3.6464 -2.9396
H: -1.4412 -3.9017 1.2032
H: -1.6184 -1.3930 -3.1553
H: -2.6719 -1.6319 1.0735
P: 0.7813 0.6433 -1.6204
C: -3.7875 3.4426 0.7536
C: -5.0357 4.0760 0.1387
H: -3.5350 3.9293 1.7093
H: -4.0274 2.3982 1.0079
H: -5.8820 3.7896 0.7820
H: -4.9906 5.1736 0.1371
H: -5.2776 3.7186 -0.8730
C: -2.4782 3.8728 -1.9843
C: -2.8039 5.3018 -2.3899
H: -3.2936 3.2282 -2.3357
H: -1.5751 3.5258 -2.5204
H: -2.9989 5.2755 -3.4729
H: -3.7234 5.6757 -1.9195
H: -1.9801 6.0057 -2.2140
C: -1.2063 4.7424 0.4488
C: -1.9263 5.9835 0.9508
H: -0.5127 4.9977 -0.3630
H: -0.6172 4.2886 1.2635
H: -1.1475 6.6536 1.3286
H: -2.4697 6.5155 0.1619
H: -2.6126 5.7869 1.7807
C: 2.1302 1.8284 -1.2344
C: 1.7862 3.2992 -1.3405
H: 2.9213 1.5946 -1.9583
H: 2.5460 1.6019 -0.2484
H: 2.6748 3.8923 -1.1022
H: 1.4848 3.5680 -2.3541
H: 0.9977 3.6166 -0.6557
C: 0.5642 1.0080 -3.4123
C: 0.7210 -0.1952 -4.3376
H: 1.3233 1.7641 -3.6636
H: -0.4155 1.4952 -3.5387
H: 0.6424 0.1390 -5.3797
H: 1.7055 -0.6645 -4.2163
H: -0.0427 -0.9654 -4.1795
C: 1.8656 -0.8557 -1.6390
C: 2.4045 -1.3318 -0.2978
H: 2.7123 -0.5867 -2.2877
H: 1.3068 -1.6642 -2.1323
H: 2.9861 -2.2499 -0.4507
H: 3.0786 -0.5983 0.1636
H: 1.6001 -1.5745 0.4081
C: 1.3149 -1.3873 3.1517
C: -0.0326 -1.1703 2.4684
P: -0.4535 0.5072 1.8080
C: -1.6736 1.3077 2.9307
C: -1.4806 0.9970 4.4194
C: 1.0971 1.4726 1.8988
C: 1.5686 1.8674 3.2977
H: 2.1466 -1.0770 2.5089
H: 1.4348 -2.4618 3.3466
H: 1.4067 -0.8823 4.1206
H: -0.0756 -1.8420 1.5997
H: -0.8539 -1.4980 3.1225
H: -1.6656 2.3993 2.7512
H: -2.6726 0.9667 2.6054
H: -0.4854 1.2851 4.7812
H: -2.2131 1.5625 5.0130
H: -1.6462 -0.0680 4.6257
H: 1.8733 0.8651 1.4178
H: 0.9890 2.3704 1.2691
H: 1.6666 1.0047 3.9664
H: 2.5687 2.3241 3.2404
H: 0.9027 2.6114 3.7574

The electronic energy is -155536.8097 eV. The value obtained for the molar mass is 662.48 g/mol. The LUMO energy (alpha / beta) comes out at -5.99 / -8.96 eV. As for the charge: +2. The multiplicity is 3. As for the gap between HOMO and LUMO (alpha / beta): 0.2485 / 0.1401 hartree. The highest occupied orbital energy (alpha / beta) is -12.75 / -12.77 eV. The calculation puts the energy above the lowest of the compared OMol25 structures with the same formula, charge and spin at 30.9 kcal/mol.

Here are the Mulliken charges for atoms 1 to 4, given in e: N -0.551; C -0.431; C -0.429; C 0.882

---

2.
Here is a structure of composition C31H55F17N6NbO4P2 at a distorted geometry from the Open Molecules 2025 dataset. Energies are from the ωB97M-V functional and the def2-TZVPD basis.

Positions of all 116 atoms, in Å:
C: 0.4693 -4.1322 -1.3276
C: -0.9417 -4.6564 -1.4735
O: -1.8216 -3.9592 -0.6298
C: -3.0445 -3.6067 -1.2718
C: -4.0121 -3.0845 -0.2082
Nb: -3.6467 -0.9752 0.4480
C: -4.2598 -0.4976 -1.6881
O: -5.2032 -1.4394 -2.2684
C: -5.2977 -1.2807 -3.6217
C: -4.7037 -2.1997 -4.4677
C: -4.7831 -2.0039 -5.8335
C: -5.4311 -0.9057 -6.3536
C: -6.0492 0.0038 -5.5072
C: -5.9745 -0.1915 -4.1409
C: -2.8751 -1.2627 2.6778
F: -3.5111 -2.3857 3.1819
F: -1.5245 -1.5723 2.7008
C: -3.1335 -0.1498 3.7178
F: -3.1681 1.0830 3.1713
F: -4.4074 -0.3549 4.1687
C: -2.2948 -0.1591 5.0244
F: -2.7886 0.8066 5.8344
F: -2.5245 -1.3348 5.6419
C: -0.7315 0.0205 5.0108
F: -0.4393 0.4069 6.2915
F: -0.0971 -1.1462 4.8700
C: -0.0956 1.1548 4.1409
F: 1.0711 1.4923 4.7588
F: -0.8929 2.2343 4.2388
C: 0.3122 0.8809 2.6779
F: 0.9193 -0.3115 2.5554
F: -0.7468 0.8894 1.8609
C: 1.3334 1.9250 2.0836
F: 2.5770 1.7082 2.5362
F: 1.3473 1.6579 0.7572
C: 0.9599 3.4275 2.1997
F: -0.3176 3.6555 1.9340
F: 1.3044 3.9206 3.3978
F: 1.6960 4.0980 1.2912
H: 1.1601 -4.7138 -1.9435
H: 0.5453 -3.0993 -1.6646
H: 0.8307 -4.1878 -0.3021
H: -0.9529 -5.7385 -1.2924
H: -1.2592 -4.5017 -2.5116
H: -2.8399 -2.8468 -2.0289
H: -3.4499 -4.5298 -1.7100
H: -3.9031 -3.7772 0.6358
H: -5.0242 -3.1925 -0.6005
H: -5.3541 -0.6650 1.1109
H: -3.2510 0.8013 0.2790
H: -1.8927 -1.2116 -0.0802
H: -3.3286 -0.5590 -2.2669
H: -4.6315 0.5268 -1.7482
H: -4.1921 -3.0488 -4.0379
H: -4.3256 -2.7216 -6.5008
H: -5.4740 -0.7296 -7.4193
H: -6.5689 0.8646 -5.9030
H: -6.4463 0.5174 -3.4751
O: -1.7098 -3.0024 -7.8139
P: -0.2810 -3.1043 -8.2010
N: 0.0225 -4.7858 -8.1890
C: 0.7937 -5.5830 -7.2672
C: -0.7286 -5.5524 -9.1674
N: 0.4323 -2.2102 -6.9189
C: 1.5449 -2.6700 -6.1149
C: -0.4779 -1.4123 -6.0949
N: 0.9276 -2.7070 -9.2898
C: 1.9293 -3.6058 -9.8281
C: 1.2339 -1.2933 -9.4814
H: 1.5903 -6.1372 -7.7866
H: 0.1630 -6.3162 -6.7513
H: 1.2803 -4.9946 -6.4988
H: -0.3998 -5.3408 -10.1956
H: -1.7991 -5.3357 -9.1094
H: -0.5983 -6.6206 -8.9991
H: 1.2310 -3.3794 -5.3389
H: 2.0105 -1.8212 -5.6066
H: 2.3299 -3.1227 -6.7259
H: -0.9958 -2.0125 -5.3383
H: -1.2280 -0.9188 -6.7041
H: 0.0928 -0.6323 -5.5852
H: 2.7075 -3.8314 -9.0917
H: 2.4099 -3.1436 -10.6927
H: 1.5031 -4.5382 -10.1895
H: 2.0356 -0.9678 -8.8119
H: 0.3596 -0.6745 -9.2885
H: 1.5424 -1.1014 -10.5118
O: 5.1827 4.2253 9.5802
P: 4.2530 4.9001 8.6363
N: 3.4302 3.6209 7.8791
C: 3.5328 3.1241 6.5267
C: 2.6022 2.8092 8.7570
N: 5.3963 5.7532 7.6661
C: 5.4132 5.7330 6.2192
C: 6.7593 5.8309 8.1784
N: 3.0593 6.0485 8.4044
C: 1.8424 5.8773 7.6297
C: 3.3763 7.4394 8.7091
H: 2.5585 3.1501 6.0224
H: 3.8865 2.0870 6.5072
H: 4.2126 3.6948 5.9042
H: 1.7266 3.3638 9.1229
H: 3.1644 2.4610 9.6282
H: 2.2314 1.9320 8.2291
H: 5.8730 4.8192 5.8215
H: 5.9957 6.5795 5.8429
H: 4.4118 5.8465 5.7990
H: 7.3340 4.9166 7.9850
H: 6.7657 6.0133 9.2483
H: 7.2739 6.6701 7.7015
H: 2.0411 5.9076 6.5540
H: 1.1428 6.6814 7.8649
H: 1.3220 4.9535 7.8669
H: 3.7423 7.9655 7.8221
H: 4.1397 7.5060 9.4823
H: 2.4939 7.9633 9.0832

The electronic energy is -116488.9226 eV. The value obtained for the molar mass is 1053.64 g/mol. The LUMO energy comes out at 1.95 eV. As for the charge: -1. As for the gap between HOMO and LUMO: 0.2725 hartree. The highest occupied orbital energy is -5.46 eV.

Here are the Mulliken charges for atoms 1 to 4, given in e: C -1.209; C -0.188; O -0.303; C 0.289